No. 1
20
Properties=species:S:1:pos:R:3 method="wB97M-V/def2-TZVPD" smiles="CCN(C)[C@H](C)N=O" e_homo_ev="-7.625 / -7.623" homo_lumo_gap_ev="8.257 / 8.257"
C -2.0760 0.5250 1.2455
C -1.2775 0.5191 -0.0428
N -0.2010 -0.7170 0.0104
C 0.0155 -1.2985 -1.3004
C 0.8244 0.1410 0.5103
C 1.7574 0.9462 -0.3835
N 1.7721 -1.0590 1.1755
O 2.1220 -2.0443 0.5993
H -1.5070 0.9498 2.0713
H -2.3704 -0.4864 1.5148
H -2.9755 1.1275 1.1106
H -0.9518 1.5325 -0.3159
H -1.8951 0.1855 -0.8763
H 0.2171 -0.5715 -2.0983
H 0.8628 -1.9867 -1.2798
H -0.8792 -1.8572 -1.5774
H 0.5704 0.6549 1.4355
H 2.3912 1.5772 0.2362
H 1.1982 1.5795 -1.0724
H 2.4025 0.2822 -0.9624



No. 2
20
Properties=species:S:1:pos:R:3 method="wB97M-V/def2-TZVPD" smiles="CC(N)=O.C=NCC" e_homo_ev=-9.814 homo_lumo_gap_ev=10.727
C 1.7255 0.0683 -1.8970
C 0.3653 0.7218 -1.8601
N -0.6568 -0.0411 -2.3629
O 0.1936 1.8395 -1.4216
H 1.9163 -0.4861 -2.8160
H 1.7956 -0.6454 -1.0723
H 2.4982 0.8170 -1.7592
H -0.5195 -1.0371 -2.3955
H -1.5831 0.3187 -2.1990
C 1.1539 -1.2359 2.0482
N 0.0183 -1.2544 1.5018
C -0.7224 -0.0083 1.4691
C -1.9406 -0.0437 2.3793
H 1.5958 -0.3245 2.4634
H 1.7231 -2.1602 2.0775
H -0.0957 0.8574 1.7214
H -1.0669 0.1512 0.4482
H -2.5144 0.8749 2.2584
H -2.5951 -0.8807 2.1303
H -1.6503 -0.1373 3.4253



Energy relative to the best compared isomer or geometry (same formula, charge and spin) values (in kcal per mole) by entry order: 124.6, 29.7.
DFT total energy values (in eV) by entry order: -10403.022, -10407.134.
M values (in g mol⁻¹) by entry order: 116.2, 116.2.